Below is a 2-piece molecular cluster, C2H2N2O3 overall in a non-equilibrium geometry, with properties calculated with the ωB97M-V functional and the def2-TZVPD basis.

Geometry (Å):
N: 1.24578 1.80448 0.53353
C: 1.32754 0.71364 0.18556
C: 1.23610 -0.60796 -0.31629
O: 0.56030 -1.46727 0.20629
H: 1.87083 -0.87240 -1.25370
O: -2.28730 0.83662 -0.97985
N: -2.05823 -0.06384 -0.23631
O: -1.26565 0.26894 0.86787
H: -0.62937 -0.61220 0.99290

Atomic forces in eV per Å
N 0.4 0.0 0.0
C -0.2 1.5 0.3
C 1.2 -2.4 -1.8
O 0.3 0.3 -0.2
H -0.9 0.6 1.4
O 0.5 -0.8 1.9
N -0.1 0.1 -1.1
O 1.3 -1.7 -0.2
H -2.5 2.4 -0.3

Computed properties:
Total energy, eV: -11224.2294
SMILES: N#CC=O.O=NO
Kohn-Sham gap, eV: 8.435
HOMO level, eV: -10.13